w) One molecule with the formula C2H3N3O, computed with the ωB97M-V functional and the def2-TZVPD basis.

Structure (ORCA input):
```
! RIJCOSX wB97M-V def2-TZVPD def2/J DEFGRID3
* xyz 0 1
O 1.07 1.52 -0.70
C 0.39 0.54 -0.12
N 0.05 0.43 1.14
C -0.87 -0.59 1.06
N -1.05 -1.12 -0.13
N -0.11 -0.48 -0.94
H 0.96 1.42 -1.66
H -1.40 -0.95 1.93
H 0.95 -0.76 -0.54
*
```

The SMILES is Oc1ncn[nH]1. For the LUMO energy, the calculation gives 0.32 eV. The HOMO-LUMO gap comes out at 0.3905 Ha.

Results of the Löwdin charge analysis, in e, for atoms 1 through 8:
1 O 0.127
2 C -0.557
3 N 0.139
4 C -0.221
5 N 0.014
6 N 0.028
7 H 0.136
8 H 0.110

---

x) A 2-piece molecular cluster, C2H3N3O overall, computed with the ωB97M-V functional and the def2-TZVPD basis.

Structure (ORCA input):
```
! RIJCOSX wB97M-V def2-TZVPD def2/J DEFGRID3
* xyz 0 1
C 0.83 0.59 0.52
C 0.82 -0.78 0.46
N -0.38 1.06 0.27
N -0.44 -1.17 0.15
N -1.04 -0.06 0.22
O -3.09 -0.05 0.19
H 1.71 1.16 0.74
H 1.67 -1.42 0.63
H -3.19 -0.10 -0.71
*
```

For the LUMO energy (alpha / beta), the calculation gives -1.98 / -2.59 eV. The HOMO-LUMO gap (alpha / beta) comes out at 0.3191 / 0.2895 Ha.

Results of the Löwdin charge analysis, in e, for atoms 1 through 8:
1 C -0.172
2 C -0.144
3 N 0.091
4 N 0.089
5 N -0.074
6 O 0.042
7 H 0.100
8 H 0.098

---

Which one sits at the top of the stability order? w) does.

---

w) One molecule with the formula C2H3N3O, computed with the ωB97M-V functional and the def2-TZVPD basis.

Structure (ORCA input):
```
! RIJCOSX wB97M-V def2-TZVPD def2/J DEFGRID3
* xyz 0 1
O -2.44 -0.19 -0.03
C -1.22 -0.29 -0.02
N -0.36 -1.44 0.04
C 0.81 -0.90 -0.07
N 0.88 0.43 0.00
N -0.42 0.86 -0.07
H 1.71 -1.44 -0.08
H 1.59 1.10 0.00
H -0.56 1.87 0.23
*
```

The SMILES is O=c1nc[nH][nH]1. For the LUMO energy, the calculation gives 0.42 eV. The HOMO-LUMO gap comes out at 0.3462 Ha.

Results of the Löwdin charge analysis, in e, for atoms 1 through 8:
1 O 0.023
2 C -0.525
3 N 0.155
4 C -0.204
5 N 0.030
6 N 0.083
7 H 0.112
8 H 0.134

---

x) One molecule with the formula C2H3N3O, computed with the ωB97M-V functional and the def2-TZVPD basis.

Structure (ORCA input):
```
! RIJCOSX wB97M-V def2-TZVPD def2/J DEFGRID3
* xyz 0 1
H -0.03 2.34 1.05
N -0.06 1.48 0.50
N 1.08 1.14 0.16
C 0.94 -0.20 -0.37
N 0.42 -1.22 0.63
C -0.39 -0.71 -0.17
O -1.67 -0.71 -0.51
H 1.74 -0.54 -1.03
H -2.04 -1.57 -0.27
*
```

The SMILES is [H]/N=N/[C@H]1N=C1O. For the LUMO energy, the calculation gives 0.35 eV. The HOMO-LUMO gap comes out at 0.3725 Ha.

Results of the Löwdin charge analysis, in e, for atoms 1 through 8:
1 H 0.071
2 N 0.077
3 N -0.002
4 C -0.248
5 N 0.211
6 C -0.476
7 O 0.122
8 H 0.117

---

Which one sits at the top of the stability order? w) does.

---

w) One molecule with the formula C2H3N3O, computed with the ωB97M-V functional and the def2-TZVPD basis.

Structure (ORCA input):
```
! RIJCOSX wB97M-V def2-TZVPD def2/J DEFGRID3
* xyz 0 1
H 2.45 0.55 0.03
N 1.97 -0.34 -0.01
C 0.72 -0.15 0.01
N -0.15 0.92 0.00
N -1.43 0.52 -0.01
C -1.36 -0.74 -0.01
O -0.11 -1.26 -0.02
H 0.11 1.88 -0.07
H -2.21 -1.39 0.08
*
```

The SMILES is [H]/N=c1\[nH]nco1. For the LUMO energy, the calculation gives 0.82 eV. The HOMO-LUMO gap comes out at 0.3562 Ha.

Results of the Löwdin charge analysis, in e, for atoms 1 through 8:
1 H 0.045
2 N 0.133
3 C -0.468
4 N 0.050
5 N 0.070
6 C -0.195
7 O 0.085
8 H 0.149

---

x) One molecule with the formula C2H3N3O, computed with the ωB97M-V functional and the def2-TZVPD basis.

Structure (ORCA input):
```
! RIJCOSX wB97M-V def2-TZVPD def2/J DEFGRID3
* xyz 0 1
O 2.31 -0.28 0.10
C 0.96 -0.06 0.09
N 0.68 1.19 0.34
N -1.24 0.80 0.23
C -1.14 -0.48 -0.01
N 0.06 -1.03 -0.11
H 2.65 -0.18 -0.80
H -2.22 1.14 0.30
H -2.02 -1.13 -0.13
*
```

For the LUMO energy, the calculation gives -0.64 eV. The HOMO-LUMO gap comes out at 0.3426 Ha.

Results of the Löwdin charge analysis, in e, for atoms 1 through 8:
1 O 0.064
2 C -0.601
3 N 0.285
4 N 0.097
5 C -0.296
6 N 0.093
7 H 0.120
8 H 0.112

---

Which one sits at the top of the stability order? w) does.

---

w) A 2-piece molecular cluster, C4H8O2 overall, computed with the ωB97M-V functional and the def2-TZVPD basis.

Structure (ORCA input):
```
! RIJCOSX wB97M-V def2-TZVPD def2/J DEFGRID3
* xyz 0 1
C -0.72 -0.96 1.11
C 0.30 -1.36 0.35
O 0.78 -0.67 -0.73
C -0.20 0.24 -1.21
C -0.89 1.01 -0.09
O -1.48 0.15 0.87
H -1.04 -1.52 1.97
H 0.73 -2.35 0.48
H -0.94 -0.35 -1.77
H 0.31 0.92 -1.90
H -1.70 1.63 -0.49
H -0.19 1.67 0.45
H 2.21 0.89 0.67
H 2.82 0.68 0.29
*
```

The SMILES is C1=COCCO1.[H][H]. For the LUMO energy, the calculation gives 1.04 eV. The HOMO-LUMO gap comes out at 0.3447 Ha.

Results of the Löwdin charge analysis, in e, for atoms 1 through 8:
1 C -0.135
2 C -0.155
3 O -0.142
4 C -0.169
5 C -0.166
6 O -0.082
7 H 0.119
8 H 0.120

---

x) One molecule with the formula C4H8O2, computed with the ωB97M-V functional and the def2-TZVPD basis.

Structure (ORCA input):
```
! RIJCOSX wB97M-V def2-TZVPD def2/J DEFGRID3
* xyz 0 1
C -1.41 0.27 -0.04
C -0.78 -1.10 -0.20
O 0.30 -1.23 0.71
C 1.31 -0.34 0.29
C 0.76 1.08 0.02
O -0.47 1.13 -0.69
H -2.38 0.33 -0.55
H -1.52 0.59 1.01
H -1.40 -2.00 -0.17
H -0.38 -0.93 -1.22
H 2.06 -0.29 1.08
H 1.78 -0.74 -0.62
H 0.61 1.61 0.97
H 1.50 1.63 -0.58
*
```

The SMILES is C1COCCO1. For the LUMO energy, the calculation gives 1.11 eV. The HOMO-LUMO gap comes out at 0.3854 Ha.

Results of the Löwdin charge analysis, in e, for atoms 1 through 8:
1 C -0.170
2 C -0.193
3 O -0.127
4 C -0.193
5 C -0.184
6 O -0.158
7 H 0.129
8 H 0.131

---

Which one sits at the top of the stability order? x) does.

---

w) One molecule with the formula C4H8O2, computed with the ωB97M-V functional and the def2-TZVPD basis.

Structure (ORCA input):
```
! RIJCOSX wB97M-V def2-TZVPD def2/J DEFGRID3
* xyz 0 1
O 1.01 -1.14 0.13
C 1.32 0.13 -0.67
C 0.65 1.24 -0.04
C -0.81 0.92 0.20
C -0.86 -0.44 0.75
O -1.60 -1.40 0.22
H 1.02 -1.92 -0.45
H 0.94 -0.11 -1.68
H 2.41 0.23 -0.71
H 1.16 1.64 0.84
H -1.45 0.97 -0.71
H -1.23 1.62 0.94
H -0.54 -0.66 1.76
H -2.00 -1.07 -0.60
*
```

For the LUMO energy (alpha / beta), the calculation gives 0.50 / 0.50 eV. The HOMO-LUMO gap (alpha / beta) comes out at 0.2499 / 0.2499 Ha.

Results of the Löwdin charge analysis, in e, for atoms 1 through 8:
1 O -0.123
2 C -0.260
3 C -0.195
4 C -0.238
5 C -0.125
6 O 0.080
7 H 0.094
8 H 0.098

---

x) One molecule with the formula C4H8O2, computed with the ωB97M-V functional and the def2-TZVPD basis.

Structure (ORCA input):
```
! RIJCOSX wB97M-V def2-TZVPD def2/J DEFGRID3
* xyz 0 1
C -1.59 -0.90 0.69
O -0.66 -0.91 -0.37
C 0.57 -0.21 -0.27
C 0.73 0.74 -1.46
C 0.85 0.51 1.04
O 1.54 1.50 1.10
H -2.39 -1.57 0.38
H -1.18 -1.28 1.64
H -2.02 0.10 0.86
H 1.37 -0.97 -0.33
H 0.56 0.20 -2.39
H 0.01 1.57 -1.39
H 1.74 1.17 -1.47
H 0.46 0.04 1.97
*
```

The SMILES is CO[C@@H](C)C=O. For the LUMO energy, the calculation gives 0.82 eV. The HOMO-LUMO gap comes out at 0.3936 Ha.

Results of the Löwdin charge analysis, in e, for atoms 1 through 8:
1 C -0.115
2 O -0.159
3 C -0.361
4 C -0.034
5 C -0.205
6 O 0.064
7 H 0.092
8 H 0.080

---

y) One molecule with the formula C4H8O2, computed with the ωB97M-V functional and the def2-TZVPD basis.

Structure (ORCA input):
```
! RIJCOSX wB97M-V def2-TZVPD def2/J DEFGRID3
* xyz 0 1
C 0.21 1.73 -1.13
C 0.01 0.24 -0.88
O 0.91 -0.15 0.16
C 0.51 -1.33 0.82
C -0.75 -1.02 1.60
O -1.85 -1.42 1.29
H 1.15 1.94 -1.64
H 0.21 2.26 -0.17
H -0.62 2.12 -1.74
H -1.02 0.05 -0.58
H 0.21 -0.35 -1.78
H 1.33 -1.60 1.50
H 0.32 -2.16 0.12
H -0.61 -0.31 2.45
*
```

The SMILES is CCOCC=O. For the LUMO energy, the calculation gives 0.91 eV. The HOMO-LUMO gap comes out at 0.3900 Ha.

Results of the Löwdin charge analysis, in e, for atoms 1 through 8:
1 C -0.070
2 C -0.275
3 O -0.149
4 C -0.187
5 C -0.235
6 O 0.057
7 H 0.076
8 H 0.080

---

z) One molecule with the formula C4H8O2, computed with the ωB97M-V functional and the def2-TZVPD basis.

Structure (ORCA input):
```
! RIJCOSX wB97M-V def2-TZVPD def2/J DEFGRID3
* xyz 0 1
C -1.13 -0.81 -1.08
C 0.23 -0.53 -0.32
O 1.26 -0.53 -1.34
C 0.16 0.86 0.20
C 0.32 0.99 1.75
O -0.96 1.17 1.08
H -2.08 -0.55 -0.51
H -0.99 -0.22 -1.99
H -1.26 -1.82 -1.46
H 0.46 -1.26 0.49
H 2.13 -0.91 -0.85
H 0.55 1.66 -0.49
H 0.83 1.85 2.08
H 0.47 0.11 2.44
*
```

The SMILES is C[C@@H](O)[C@@H]1CO1. For the LUMO energy, the calculation gives 0.74 eV. The HOMO-LUMO gap comes out at 0.4026 Ha.

Results of the Löwdin charge analysis, in e, for atoms 1 through 8:
1 C -0.026
2 C -0.401
3 O -0.096
4 C -0.245
5 C -0.083
6 O -0.066
7 H 0.098
8 H 0.074

---

Which one sits at the top of the stability order? y) does.

---

w) A 2-piece molecular cluster, C6H16N2 overall, computed with the ωB97M-V functional and the def2-TZVPD basis.

Structure (ORCA input):
```
! RIJCOSX wB97M-V def2-TZVPD def2/J DEFGRID3
* xyz 0 1
H -1.65 -0.08 0.08
N -1.80 -0.21 -0.99
C -1.25 0.98 -0.89
C 0.15 1.26 -0.36
N 0.92 0.07 -0.10
C 1.25 -0.61 -1.36
C 2.15 0.41 0.63
C 2.85 -0.81 1.20
H -1.63 1.78 -1.56
H 0.00 1.85 0.55
H 0.67 1.96 -1.04
H 1.67 -1.59 -1.16
H 0.33 -0.66 -1.93
H 1.90 0.05 -1.94
H 1.85 1.08 1.43
H 2.81 0.94 -0.07
H 3.67 -1.24 0.63
H 3.34 -0.48 2.12
H 2.10 -1.57 1.42
C -4.04 -0.68 1.40
H -3.88 -1.76 1.47
H -3.08 -0.17 1.36
H -4.62 -0.28 2.22
H -4.51 -0.46 0.44
*
```

The SMILES is [H]/N=C\CN(C)CC.C. For the LUMO energy, the calculation gives 0.90 eV. The HOMO-LUMO gap comes out at 0.3570 Ha.

Results of the Löwdin charge analysis, in e, for atoms 1 through 8:
1 H 0.061
2 N 0.079
3 C -0.251
4 C -0.221
5 N -0.239
6 C -0.070
7 C -0.278
8 C -0.092

---

x) C6H16N2 as an isolated structure, computed with the ωB97M-V functional and the def2-TZVPD basis.

Structure (ORCA input):
```
! RIJCOSX wB97M-V def2-TZVPD def2/J DEFGRID3
* xyz 0 1
C 0.18 -0.83 -0.47
C 0.57 0.07 0.65
C -1.87 0.91 0.81
C -0.54 1.80 -1.04
C -0.96 -1.82 -0.41
C 1.89 0.81 0.60
N -0.60 0.90 0.10
N 1.63 -2.01 -0.15
H 0.48 -0.55 -1.47
H 0.32 -0.33 1.64
H 1.51 -2.71 0.57
H 2.60 -1.75 -0.29
H -2.11 1.93 1.13
H -1.84 0.27 1.69
H -2.68 0.55 0.18
H -1.28 1.50 -1.79
H 0.44 1.78 -1.52
H -0.74 2.83 -0.73
H -0.69 -2.71 -0.99
H -1.87 -1.44 -0.87
H -1.15 -2.14 0.62
H 2.25 0.96 -0.42
H 1.80 1.80 1.06
H 2.65 0.19 1.09
*
```

For the LUMO energy, the calculation gives 0.90 eV. The HOMO-LUMO gap comes out at 0.2934 Ha.

Results of the Löwdin charge analysis, in e, for atoms 1 through 8:
1 C -0.248
2 C -0.309
3 C -0.092
4 C -0.086
5 C -0.075
6 C -0.061
7 N -0.265
8 N -0.059

---

Which one sits at the top of the stability order? w) does.

---

w) A 2-piece molecular cluster, C2H5BrClN overall, computed with the ωB97M-V functional and the def2-TZVPD basis.

Structure (ORCA input):
```
! RIJCOSX wB97M-V def2-TZVPD def2/J DEFGRID3
* xyz 0 1
C -0.93 -0.87 0.04
C 1.56 1.10 -0.04
N -0.78 0.30 0.79
Cl 1.21 1.04 -1.68
Br 2.55 -0.25 0.70
H -0.38 -1.73 0.34
H -1.91 -1.26 -0.01
H -0.82 -0.93 -1.12
H 0.87 1.58 0.55
H -1.36 1.01 0.43
*
```

For the LUMO energy (alpha / beta), the calculation gives -0.46 / -0.21 eV. The HOMO-LUMO gap (alpha / beta) comes out at 0.2830 / 0.3519 Ha.

Results of the Löwdin charge analysis, in e, for atoms 1 through 8:
1 C -0.296
2 C -1.150
3 N 0.019
4 Cl 0.578
5 Br 0.683
6 H 0.048
7 H 0.056
8 H 0.099

---

x) A 2-piece molecular cluster, C2H5BrClN overall, computed with the ωB97M-V functional and the def2-TZVPD basis.

Structure (ORCA input):
```
! RIJCOSX wB97M-V def2-TZVPD def2/J DEFGRID3
* xyz 0 1
C 0.66 0.70 0.74
C -0.28 0.38 -0.41
N -0.04 -0.79 -1.20
Cl 0.23 -2.63 1.01
Br -1.39 -1.52 -2.10
H 0.49 -0.12 1.53
H 1.66 0.44 0.37
H 0.25 1.67 1.15
H -1.24 0.54 -0.01
H -0.34 1.31 -1.07
*
```

For the LUMO energy (alpha / beta), the calculation gives -3.53 / -3.53 eV. The HOMO-LUMO gap (alpha / beta) comes out at 0.2181 / 0.2180 Ha.

Results of the Löwdin charge analysis, in e, for atoms 1 through 8:
1 C -0.124
2 C -0.486
3 N -0.445
4 Cl -0.180
5 Br 0.791
6 H 0.029
7 H 0.080
8 H 0.098

---

Which one sits at the top of the stability order? w) does.

---

w) A 2-piece molecular cluster, C12H12 overall, computed with the ωB97M-V functional and the def2-TZVPD basis.

Structure (ORCA input):
```
! RIJCOSX wB97M-V def2-TZVPD def2/J DEFGRID3
* xyz 0 1
C -1.18 -0.39 0.68
C -1.45 0.95 0.47
C -2.70 1.35 0.04
C -3.65 0.39 -0.25
C -3.32 -0.99 -0.17
C -2.09 -1.33 0.25
H -0.25 -0.72 1.20
H -0.67 1.68 0.75
H -2.93 2.40 -0.11
H -4.62 0.76 -0.54
H -4.08 -1.78 -0.51
H -1.77 -2.39 0.33
C 2.65 1.34 -0.07
C 3.58 0.38 0.34
C 3.30 -0.96 0.09
C 2.09 -1.31 -0.26
C 1.08 -0.32 -0.40
C 1.35 1.00 -0.47
H 2.89 2.32 0.38
H 4.68 0.56 0.42
H 4.30 -1.54 0.14
H 1.87 -2.33 -0.46
H 0.27 -0.79 -0.78
H 0.66 1.74 -1.08
*
```

The SMILES is c1ccccc1.c1ccccc1. For the LUMO energy, the calculation gives 0.91 eV. The HOMO-LUMO gap comes out at 0.3547 Ha.

Results of the Löwdin charge analysis, in e, for atoms 1 through 8:
1 C -0.143
2 C -0.113
3 C -0.094
4 C -0.091
5 C -0.097
6 C -0.125
7 H 0.126
8 H 0.106

---

x) One molecule with the formula C12H12, computed with the ωB97M-V functional and the def2-TZVPD basis.

Structure (ORCA input):
```
! RIJCOSX wB97M-V def2-TZVPD def2/J DEFGRID3
* xyz 0 1
C -3.88 0.17 -0.03
C -3.34 -1.18 0.16
C -3.03 1.20 -0.17
C -1.99 -1.31 0.27
C -0.70 2.01 -0.29
C 0.30 -0.73 0.08
C -1.52 1.06 -0.19
C -0.99 -0.29 0.05
C 1.90 0.85 1.14
C 1.65 1.29 -0.23
C 1.65 -0.11 0.03
C 2.49 -0.98 -0.74
H -4.92 0.32 -0.13
H -4.04 -2.00 0.05
H -3.38 2.19 -0.54
H -1.58 -2.37 0.31
H -0.65 3.09 -0.51
H 0.34 -1.83 0.34
H 2.84 1.15 1.42
H 1.06 1.09 1.82
H 2.12 1.99 -0.90
H 3.63 -0.77 -0.83
H 2.21 -1.01 -1.79
H 2.24 -1.95 -0.37
*
```

For the LUMO energy, the calculation gives 0.11 eV. The HOMO-LUMO gap comes out at 0.2765 Ha.

Results of the Löwdin charge analysis, in e, for atoms 1 through 8:
1 C -0.099
2 C -0.072
3 C -0.040
4 C -0.067
5 C 0.153
6 C 0.011
7 C -0.282
8 C -0.178

---

Which one sits at the top of the stability order? w) does.

---

w) A 2-piece molecular cluster, C4H2ClO2 overall, computed with the ωB97M-V functional and the def2-TZVPD basis.

Structure (ORCA input):
```
! RIJCOSX wB97M-V def2-TZVPD def2/J DEFGRID3
* xyz -1 1
C 0.55 -1.38 0.27
C 0.71 -1.61 1.48
C -1.27 1.57 -0.84
C -0.03 1.20 -0.73
O 0.72 -1.24 2.66
O -2.42 1.81 -0.95
Cl 0.66 -2.26 -1.16
H 0.35 0.14 -0.48
H 0.73 1.77 -0.25
*
```

For the LUMO energy, the calculation gives 3.66 eV. The HOMO-LUMO gap comes out at 0.2566 Ha.

Results of the Löwdin charge analysis, in e, for atoms 1 through 8:
1 C -0.729
2 C -0.433
3 C -0.299
4 C -0.036
5 O -0.098
6 O 0.082
7 Cl 0.487
8 H -0.017

---

x) A 2-piece molecular cluster, C4H2ClO2 overall, computed with the ωB97M-V functional and the def2-TZVPD basis.

Structure (ORCA input):
```
! RIJCOSX wB97M-V def2-TZVPD def2/J DEFGRID3
* xyz -1 1
C 1.68 -0.07 -0.59
C 1.63 -1.20 -0.07
C -2.16 0.28 0.12
C -1.07 0.71 0.60
O 1.37 -2.08 0.71
O -2.95 -0.16 -0.55
Cl 2.52 0.87 -1.77
H -0.14 0.51 0.03
H -0.88 1.13 1.53
*
```

For the LUMO energy, the calculation gives 3.64 eV. The HOMO-LUMO gap comes out at 0.2474 Ha.

Results of the Löwdin charge analysis, in e, for atoms 1 through 8:
1 C -0.679
2 C -0.514
3 C -0.356
4 C -0.006
5 O -0.066
6 O 0.157
7 Cl 0.408
8 H 0.022

---

Which one sits at the top of the stability order? x) does.